Entry from the Open Molecules 2025 dataset: a 2-piece molecular cluster, C6H8O2 overall in a non-equilibrium geometry (ωB97M-V with the def2-TZVPD basis set).

XYZ file:
```
16
Properties=species:S:1:pos:R:3:forces:R:3:mulliken_charge:R:1
O -1.82961 1.50889 0.89445 -0.634 -0.092 -0.972 -0.524
C -0.71277 0.80960 0.51787 0.093 0.301 0.493 0.497
C -0.13129 1.15803 -0.72098 -0.723 -0.624 1.107 -0.539
C 1.14623 0.72802 -0.95750 0.918 0.143 -1.020 -0.081
C 1.77446 -0.25699 -0.19472 -1.563 0.797 -0.041 -0.660
C 1.01996 -0.76376 0.84513 0.712 -0.255 1.757 -0.394
C -0.15050 -0.15288 1.35439 0.901 -0.062 -2.000 -0.527
H -1.77546 1.83740 1.78453 0.183 -0.093 0.596 0.324
H -0.73482 1.67384 -1.45342 0.274 0.650 0.188 0.391
H 1.69508 1.20843 -1.76314 -0.125 -0.335 -0.212 0.334
H 2.77344 -0.56135 -0.42017 0.290 -0.376 -0.023 0.433
H 1.47994 -1.56112 1.42350 -0.201 -0.002 0.094 0.334
H -0.58765 -0.45281 2.29151 -0.145 -0.049 0.027 0.398
O -1.49326 -2.04518 -1.39511 0.216 0.056 0.067 -0.634
H -1.88129 -1.21118 -1.12744 -0.422 0.198 -0.013 0.339
H -0.59246 -1.91895 -1.07891 0.225 -0.258 -0.049 0.307
```
Positions in Å, forces in eV/Å.

SMILES: Oc1ccccc1.O
HOMO-LUMO gap (eV): 9.81
ΔE to the lowest compared entry with this formula, charge and spin (kJ/mol): 58.4
Maximum force (eV/Å): 2.2
DFT total energy (eV): -10446.12133

---

Entry from the Open Molecules 2025 dataset: C6H14O as an isolated structure in a non-equilibrium geometry (ωB97M-V with the def2-TZVPD basis set).

XYZ file:
```
21
Properties=species:S:1:pos:R:3:forces:R:3:mulliken_charge:R:1
C 1.16928 2.30381 -0.35774 0.082 -0.086 0.120 -1.570
C 0.38894 1.11555 0.22374 -0.151 0.018 0.095 0.672
C 0.76667 0.53276 1.59355 -0.732 -0.330 0.419 -1.253
C 0.32660 -0.09771 -0.69855 -0.266 -0.151 0.433 -0.720
C -0.96104 -0.89008 -0.40537 -0.540 -0.016 0.848 0.318
C -1.05536 -2.23726 -1.12369 -0.162 -0.002 0.543 -1.319
O -1.56056 -0.85239 1.36438 0.588 -0.804 -3.087 -0.699
H 1.25661 3.10676 0.38325 0.017 -0.152 -0.072 0.372
H 0.64124 2.72949 -1.22654 0.134 -0.210 0.213 0.383
H 2.18168 2.04045 -0.68658 -0.092 -0.060 0.117 0.324
H -0.64818 1.46329 0.33099 0.077 0.077 -0.032 0.135
H 0.94857 1.32804 2.33312 -0.253 -0.243 -0.068 0.385
H 1.71180 -0.04608 1.51626 -0.510 0.139 0.076 0.309
H -0.20039 -0.15386 1.84047 2.981 1.679 0.100 0.356
H 1.23739 -0.70961 -0.58959 -0.312 0.026 0.122 0.324
H 0.34160 0.21561 -1.76545 -0.587 -0.310 0.413 0.351
H -1.83090 -0.27839 -0.48614 -0.312 0.360 -0.996 0.318
H -0.43211 -2.99687 -0.64438 -0.066 0.066 0.086 0.345
H -0.69325 -2.19220 -2.17144 -0.100 0.472 0.595 0.339
H -2.08632 -2.59288 -1.16889 0.098 -0.040 0.152 0.363
H -1.61011 -1.75372 1.68953 0.107 -0.434 -0.078 0.266
```
Positions in Å, forces in eV/Å.

HOMO-LUMO gap (eV): 10.08
ΔE to the lowest compared entry with this formula, charge and spin (kJ/mol): 266.6
Maximum force (eV/Å): 3.4
DFT total energy (eV): -8494.12874

---

Among the records above, which one has the highest maximum force?
C6H14O